(1)
Here is a molecular structure, C26H16F5N5OSW from OMol25. Energies are from ωB97M-V with the def2-TZVPD basis set.

Values from the calculation:
Energy relative to the best compared isomer or geometry (same formula, charge and spin) = 0.000 eV
HOMO-LUMO gap = 5.8 eV
LUMO = -1.23 eV
Net charge = 0
E_tot = -62968.59883 eV
2S+1 = 1

```
55
Properties=species:S:1:pos:R:3:mulliken_charge:R:1
W -0.865 -0.067 -1.660 1.574
F -7.566 1.100 -1.924 -0.301
C -6.415 0.433 -1.932 0.720
C -5.220 1.104 -1.758 -0.278
F -5.221 2.426 -1.579 -0.290
C -4.042 0.387 -1.766 0.306
F -2.882 1.100 -1.574 -0.263
C -3.969 -0.982 -1.939 0.032
S -2.450 -1.879 -1.948 -0.577
C -5.196 -1.625 -2.102 0.274
F -5.232 -2.950 -2.259 -0.329
C -6.397 -0.942 -2.104 0.117
F -7.546 -1.597 -2.261 -0.289
N 8.868 0.932 1.976 -0.518
C 7.789 0.832 1.595 -0.108
C 6.438 0.704 1.117 0.602
C 6.198 0.457 -0.232 -0.863
C 4.897 0.328 -0.684 -0.120
C 3.828 0.450 0.199 -1.011
C 4.076 0.704 1.545 -0.027
C 5.374 0.826 2.007 -0.913
C 2.430 0.309 -0.294 0.831
C 2.044 -0.966 -0.710 0.505
C 2.829 -2.141 -0.649 -0.679
C 2.075 -3.167 -1.176 -1.179
C 0.842 -2.606 -1.529 -0.249
N 0.791 -1.299 -1.260 0.436
C 1.638 1.457 -0.304 0.446
C 2.027 2.768 0.084 -0.409
C 0.931 3.581 -0.117 -1.224
C -0.081 2.749 -0.628 -0.450
N 0.323 1.484 -0.739 0.131
H 7.029 0.369 -0.918 0.450
H 4.702 0.135 -1.731 0.522
H 3.244 0.800 2.231 0.506
H 5.567 1.016 3.054 0.450
H 3.829 -2.206 -0.253 0.508
H 2.356 -4.200 -1.292 0.447
H 0.000 -3.113 -1.974 0.376
H 2.998 3.062 0.448 0.550
H 0.858 4.641 0.059 0.468
H -1.084 3.028 -0.916 0.444
C -3.544 -1.508 3.360 -0.863
N -2.614 -0.799 2.493 0.131
C -1.649 0.104 2.875 -0.601
C -1.030 0.499 1.734 -0.501
N -1.591 -0.154 0.654 0.292
C -2.537 -0.924 1.161 -0.541
H -3.357 -1.204 4.386 0.313
H -3.395 -2.582 3.275 0.333
H -4.570 -1.260 3.097 0.332
H -1.496 0.376 3.904 0.416
H -0.219 1.194 1.624 0.312
H -3.161 -1.598 0.595 0.477
O -0.654 0.413 -3.265 -0.720
```

=====

(2)
Here is a molecular structure, CH10N5 from OMol25. Energies are from ωB97M-V with the def2-TZVPD basis set.

Values from the calculation:
Energy relative to the best compared isomer or geometry (same formula, charge and spin) = 3.839 eV
HOMO-LUMO gap = 10.6 eV
LUMO = -2.70 eV
Net charge = +1
E_tot = -8639.47888 eV
2S+1 = 1

```
16
Properties=species:S:1:pos:R:3:mulliken_charge:R:1
C -1.573 -1.661 1.756 -0.151
N -1.873 1.796 -1.304 -0.754
N -0.934 -0.260 -0.057 -0.689
N -1.241 -0.945 0.935 0.300
N 2.085 -1.538 0.827 -0.475
N 1.807 -0.773 -0.345 -0.568
H -1.886 -2.175 2.642 0.522
H -2.835 1.913 -1.207 0.297
H -1.365 2.712 -1.118 0.332
H 0.127 -0.300 -0.415 0.426
H -1.488 0.717 -0.611 0.481
H 1.946 -1.039 1.614 0.200
H 3.033 -1.809 0.907 0.234
H 2.634 -0.261 -0.576 0.228
H 1.586 -1.532 -1.042 0.301
H -1.670 1.658 -2.268 0.317
```

=====

(3)
Here is 2 unconnected molecules or ions with the total composition C4H13NO from OMol25. Energies are from ωB97M-V with the def2-TZVPD basis set.

Values from the calculation:
Energy relative to the best compared isomer or geometry (same formula, charge and spin) = 0.462 eV
HOMO-LUMO gap = 9.8 eV
LUMO = 0.92 eV
Net charge = 0
E_tot = -7896.19901 eV
2S+1 = 1

```
19
Properties=species:S:1:pos:R:3:mulliken_charge:R:1
C 0.070 -0.837 -1.709 -1.320
C -0.737 0.020 -0.724 -0.403
C -0.133 1.430 -0.545 0.390
C -1.251 2.490 -0.424 -1.459
N 0.775 1.379 0.564 -0.584
H 1.135 -0.698 -1.535 0.334
H -0.123 -0.514 -2.734 0.330
H -0.249 -1.871 -1.632 0.383
H -1.808 -0.005 -0.945 0.329
H -0.669 -0.524 0.228 0.280
H 0.350 1.638 -1.489 0.277
H -0.832 3.491 -0.443 0.380
H -1.763 2.344 0.530 0.292
H -1.991 2.280 -1.187 0.372
H 1.342 2.199 0.752 0.208
H 0.396 1.015 1.420 0.193
O 1.546 -4.852 3.168 -0.643
H 2.423 -4.711 2.771 0.324
H 1.519 -4.275 3.935 0.319
```

=====

(4)
Here is 3 unconnected molecules or ions with the total composition C29H32F17NO7 from OMol25. Energies are from ωB97M-V with the def2-TZVPD basis set.

Values from the calculation:
HOMO-LUMO gap = 9.2 eV
LUMO = 0.39 eV
Net charge = 0
E_tot = -92610.22781 eV
2S+1 = 1

```
86
Properties=species:S:1:pos:R:3:mulliken_charge:R:1
C 0.780 1.378 -0.495 -1.202
C 0.739 1.109 0.798 -0.802
C -0.518 0.844 1.588 3.650
C -1.619 1.870 1.241 -1.011
C -2.402 1.619 -0.069 -0.864
O -3.813 1.548 0.191 -0.478
C -4.224 0.348 0.692 0.782
C -4.946 0.378 2.014 -1.109
O -4.023 -0.715 0.123 -0.463
C -1.082 -0.588 1.391 -0.437
O -0.941 -1.346 0.462 -0.633
O -1.797 -0.828 2.564 -0.384
C -0.852 -0.549 3.611 1.718
N -1.750 -0.366 4.776 -0.530
C 0.087 -1.705 3.993 -1.860
O 0.886 -2.213 2.943 -0.448
C 0.467 -3.376 2.342 0.701
C -0.794 -3.884 2.362 0.006
C -1.081 -5.020 1.699 -0.615
C -0.132 -5.684 1.010 -0.798
C 1.136 -5.189 1.016 -0.373
C 1.419 -4.056 1.672 -0.591
C -0.155 0.722 3.098 -1.245
C -0.169 1.980 3.955 -1.667
C -1.551 2.538 4.308 -0.230
F -1.779 3.768 3.714 -0.369
H -0.038 1.205 -1.176 0.237
H 1.683 1.766 -0.940 0.328
H 1.690 1.095 1.312 0.321
H -1.123 2.830 1.150 0.669
H -2.357 1.958 2.027 0.086
H -2.048 0.774 -0.652 0.380
H -2.284 2.495 -0.695 0.340
H -4.621 -0.453 2.626 0.179
H -4.755 1.289 2.573 0.355
H -6.015 0.258 1.862 0.444
H -1.158 -0.342 5.604 0.367
H -2.309 -1.209 4.861 0.361
H -0.446 -2.476 4.540 0.550
H 0.783 -1.259 4.707 0.624
H -1.587 -3.393 2.900 0.256
H -2.085 -5.409 1.685 0.376
H -0.355 -6.578 0.459 0.442
H 1.926 -5.703 0.494 0.398
H 2.428 -3.671 1.675 0.396
H 0.904 0.449 3.099 0.675
H 0.346 2.760 3.396 0.520
H 0.383 1.836 4.881 0.504
H -2.330 1.864 3.970 0.124
H -1.693 2.618 5.382 0.348
F -0.946 -5.349 -3.119 -0.280
C -1.472 -4.804 -2.006 0.302
F -1.974 -5.814 -1.256 -0.261
C -2.600 -3.809 -2.293 0.893
F -3.664 -4.449 -2.835 -0.315
F -2.994 -3.355 -1.079 -0.246
C -2.280 -2.555 -3.130 -0.695
O -2.597 -2.533 -4.525 -0.447
C -1.749 -3.024 -5.495 0.787
F -0.523 -3.277 -5.002 -0.293
F -1.598 -2.041 -6.412 -0.308
C -2.340 -4.229 -6.237 0.204
F -2.668 -5.222 -5.394 -0.211
F -1.424 -4.709 -7.111 -0.258
H -0.672 -4.326 -1.434 0.115
H -2.936 -1.789 -2.717 0.327
H -1.267 -2.198 -2.946 0.453
H -3.235 -3.930 -6.786 0.218
F 3.647 4.236 -3.353 -0.225
C 4.318 3.173 -2.881 0.091
F 3.397 2.238 -2.540 -0.229
C 5.168 3.501 -1.648 0.933
F 4.375 3.827 -0.605 -0.261
F 5.790 2.333 -1.318 -0.335
C 6.288 4.554 -1.787 -0.768
O 6.053 5.892 -1.350 -0.393
C 5.467 6.852 -2.154 0.796
F 5.391 6.444 -3.434 -0.289
F 6.291 7.921 -2.141 -0.297
C 4.115 7.327 -1.609 0.186
F 3.259 6.305 -1.441 -0.199
F 3.562 8.195 -2.486 -0.254
H 4.937 2.765 -3.684 0.267
H 7.064 4.207 -1.105 0.389
H 6.742 4.530 -2.777 0.343
H 4.252 7.827 -0.648 0.228
```

=====

(5)
Here is 14 unconnected molecules or ions with the total composition F6H26O13P from OMol25. Energies are from ωB97M-V with the def2-TZVPD basis set.

Values from the calculation:
Energy relative to the best compared isomer or geometry (same formula, charge and spin) = 0.949 eV
HOMO-LUMO gap = 9.2 eV
LUMO = 2.09 eV
Net charge = -1
E_tot = -52643.41302 eV
2S+1 = 1

```
46
Properties=species:S:1:pos:R:3:mulliken_charge:R:1
P -0.571 -0.075 0.355 1.555
F -1.286 -1.528 0.428 -0.506
F -2.021 0.669 0.297 -0.411
F -0.594 -0.093 1.959 -0.418
F 0.130 1.373 0.372 -0.205
F 0.925 -0.787 0.268 -0.380
F -0.600 -0.173 -1.260 -0.455
O -0.571 2.689 -2.214 -0.631
H -1.323 2.455 -2.766 0.288
H -0.278 1.845 -1.843 0.272
O 1.514 1.364 3.115 -0.624
H 2.272 1.386 2.502 0.396
H 0.970 0.640 2.789 0.243
O 0.607 -3.360 1.600 -0.743
H 0.651 -3.966 0.853 0.296
H 0.175 -2.564 1.242 0.359
O 1.325 -0.057 -4.218 -0.642
H 1.516 0.669 -4.820 0.296
H 1.616 0.266 -3.339 0.430
O -2.634 -2.091 -2.751 -0.643
H -1.950 -1.732 -3.331 0.316
H -2.431 -3.029 -2.676 0.286
O 2.471 0.270 -1.637 -0.849
H 3.154 -0.377 -1.857 0.353
H 1.825 -0.235 -1.097 0.480
O 0.096 3.865 1.647 -0.654
H 0.460 2.981 1.463 0.380
H 0.607 4.458 1.089 0.279
O -4.178 -0.873 -0.731 -0.685
H -3.596 -0.195 -0.355 0.355
H -3.728 -1.131 -1.556 0.363
O -3.474 4.144 -0.157 -0.636
H -3.195 3.219 -0.119 0.337
H -4.023 4.203 -0.945 0.291
O 2.719 -2.849 -0.748 -0.671
H 2.052 -2.823 -0.048 0.285
H 2.237 -3.111 -1.541 0.334
O 1.937 -1.469 3.530 -0.637
H 2.870 -1.595 3.332 0.290
H 1.474 -1.927 2.816 0.333
O 3.391 1.641 1.020 -0.647
H 4.295 1.840 0.757 0.265
H 3.015 1.151 0.268 0.364
O -3.006 -1.719 2.833 -0.672
H -2.544 -1.610 1.988 0.335
H -2.301 -1.758 3.487 0.330
```

=====

(6)
Here is a gas-phase ion, C10H14N (charge +1) from OMol25. Energies are from ωB97M-V with the def2-TZVPD basis set.

Values from the calculation:
Energy relative to the best compared isomer or geometry (same formula, charge and spin) = 4.042 eV
HOMO-LUMO gap (alpha / beta) = 8.3 / 8.9 eV
LUMO (alpha / beta) = -4.05 / -3.84 eV
Net charge = +1
E_tot = -12075.52376 eV
2S+1 = 1

```
25
Properties=species:S:1:pos:R:3:mulliken_charge:R:1
C -3.135 -0.176 -0.629 -0.443
C -3.081 0.778 0.367 -0.235
C -2.039 -1.076 -0.801 -0.506
C -1.892 1.141 0.989 -0.870
C -0.859 -0.833 -0.093 0.699
C -0.851 0.322 0.758 0.165
C 0.346 -1.693 -0.027 -0.826
C 1.471 -0.669 0.258 0.245
C 2.559 -0.799 1.175 -1.273
C 1.449 1.748 -0.516 -0.821
N 1.542 0.363 -0.910 -0.124
H -4.055 -0.289 -1.338 0.285
H -3.903 1.483 0.596 0.326
H -2.051 -1.792 -1.637 0.357
H -2.065 2.023 1.654 0.333
H 0.205 -2.448 0.807 0.351
H 0.585 -2.252 -0.878 0.418
H 2.120 -0.625 2.174 0.337
H 3.205 0.041 1.191 0.383
H 3.045 -1.833 1.172 0.273
H 2.342 2.014 0.098 0.326
H 1.488 2.312 -1.413 0.423
H 0.611 1.932 -0.002 0.258
H 2.364 0.203 -1.530 0.398
H 0.600 0.126 -1.465 0.521
```

=====

(7)
Here is a single C3H7N molecule from OMol25. Energies are from ωB97M-V with the def2-TZVPD basis set.

Values from the calculation:
Energy relative to the best compared isomer or geometry (same formula, charge and spin) = 2.695 eV
HOMO-LUMO gap = 8.3 eV
LUMO = 0.67 eV
Net charge = 0
E_tot = -4711.46236 eV
2S+1 = 1

```
11
Properties=species:S:1:pos:R:3:mulliken_charge:R:1
C -0.077 -0.420 1.316 -1.009
C 0.110 0.374 0.044 0.441
C 0.181 -0.257 -1.316 -0.912
N 0.368 1.670 0.136 -0.703
H 0.216 -1.474 1.221 0.342
H 0.419 0.129 2.106 0.360
H -1.154 -0.477 1.523 0.287
H 1.184 -0.546 -1.606 0.264
H -0.124 0.495 -2.036 0.323
H -0.400 -1.175 -1.463 0.344
H -0.724 1.681 0.075 0.262
```

=====

(8)
Here is a gas-phase ion, C5H4NO2S (charge -1) from OMol25. Energies are from ωB97M-V with the def2-TZVPD basis set.

Values from the calculation:
Energy relative to the best compared isomer or geometry (same formula, charge and spin) = 0.549 eV
HOMO-LUMO gap = 7.7 eV
LUMO = 2.95 eV
Net charge = -1
E_tot = -21670.31121 eV
2S+1 = 1

```
13
Properties=species:S:1:pos:R:3:mulliken_charge:R:1
C 0.387 -1.818 0.694 -1.039
C -0.197 -1.643 -0.611 0.570
S -0.713 -2.936 -1.559 -0.380
C -0.594 -0.247 -1.130 -1.291
C -0.549 0.853 -0.393 0.833
N -0.438 1.820 0.283 -0.218
C 0.329 3.126 0.450 0.561
O -0.257 4.074 -0.066 -0.657
O 1.343 3.037 1.040 -0.581
H 0.353 -1.016 1.355 0.354
H 1.576 -2.102 0.818 0.206
H -0.045 -2.757 1.076 0.271
H -1.193 -0.393 -1.958 0.372
```